[1]
136
Properties=species:S:1:pos:R:3:forces:R:3:lowdin_charge:R:1 method="wB97M-V/def2-TZVPD" homo_ev="-0.96 / -0.96" total_charge=-2
K 0.004 -0.180 -0.133 -0.637 -1.064 -0.174 0.561
C -0.909 7.620 1.347 -0.031 -0.034 -0.013 -0.047
C 0.449 6.920 1.520 -0.104 -0.017 0.048 -0.561
C 1.094 7.381 2.835 0.019 0.007 0.048 -0.051
C 1.359 7.341 0.368 0.023 -0.008 -0.038 -0.069
C 0.257 5.407 1.565 -0.043 -0.001 0.042 -0.164
C 0.792 4.562 0.659 0.029 -0.045 0.008 0.035
C 0.567 3.145 0.743 0.149 -0.051 -0.240 -0.180
N 1.031 2.247 -0.102 0.005 0.449 0.301 0.121
C 2.041 2.375 -0.983 0.050 0.005 -0.414 -0.175
C 3.104 3.316 -0.901 -0.241 -0.174 0.156 0.006
C 4.113 3.320 -1.815 0.143 -0.133 -0.244 -0.166
C 4.067 2.339 -2.851 0.084 0.097 0.086 0.025
C 3.116 1.362 -2.989 0.116 -0.016 0.092 -0.066
C 2.019 1.366 -2.050 -0.106 0.248 0.151 -0.272
O 1.026 0.589 -2.133 0.216 0.515 -0.959 -0.218
C 3.282 0.328 -4.122 -0.059 0.009 0.045 -0.522
C 3.224 1.063 -5.472 -0.008 0.025 0.006 -0.055
C 2.227 -0.788 -4.149 0.027 0.020 0.008 -0.052
C 4.651 -0.358 -3.971 0.002 -0.003 0.036 -0.047
C 5.254 4.335 -1.692 -0.014 -0.041 -0.010 -0.557
C 5.909 4.226 -0.307 -0.014 -0.045 0.029 -0.051
C 4.692 5.753 -1.871 -0.005 0.033 -0.010 -0.048
C 6.341 4.117 -2.746 0.026 -0.012 -0.024 -0.074
C -0.309 2.588 1.805 0.166 0.236 -0.259 -0.297
O -0.425 1.367 1.909 -0.436 0.227 0.150 -0.154
C -0.935 3.544 2.722 -0.130 0.257 0.223 -0.064
C -0.587 4.849 2.598 -0.097 0.003 -0.010 0.029
C -1.899 3.106 3.842 0.083 -0.065 -0.080 -0.517
C -1.078 2.880 5.120 0.067 -0.058 -0.033 -0.029
C -2.968 4.182 4.105 0.094 0.020 0.006 -0.064
C -2.650 1.807 3.516 -0.066 -0.047 -0.059 -0.048
H -0.775 8.706 1.302 0.000 -0.054 0.010 0.080
H -1.586 7.397 2.175 0.042 0.012 -0.052 0.075
H -1.391 7.291 0.422 0.022 0.027 0.046 0.093
H 1.265 8.462 2.814 -0.013 -0.041 0.012 0.080
H 2.054 6.880 2.986 -0.034 0.036 -0.007 0.090
H 0.460 7.157 3.696 0.040 0.011 -0.050 0.075
H 1.485 8.427 0.379 -0.001 -0.026 -0.005 0.083
H 0.940 7.060 -0.602 0.030 0.022 0.053 0.092
H 2.349 6.886 0.460 -0.041 0.025 -0.016 0.074
H 1.327 4.936 -0.203 0.018 -0.037 0.049 0.097
H 3.144 3.970 -0.039 -0.027 0.009 -0.037 0.103
H 4.875 2.339 -3.572 -0.019 0.007 0.022 0.088
H 2.268 1.584 -5.582 0.050 -0.036 -0.002 0.088
H 3.315 0.342 -6.291 0.007 0.035 0.043 0.080
H 4.027 1.800 -5.574 -0.039 -0.031 0.010 0.069
H 1.223 -0.413 -4.335 0.045 -0.016 -0.010 0.087
H 2.196 -1.353 -3.219 0.020 0.073 -0.076 0.069
H 2.484 -1.487 -4.951 0.013 0.019 0.005 0.089
H 5.485 0.349 -4.024 -0.042 -0.012 -0.001 0.067
H 4.781 -1.092 -4.771 0.003 0.018 0.018 0.082
H 4.708 -0.886 -3.016 -0.010 0.013 -0.049 0.097
H 5.198 4.450 0.492 0.043 -0.018 -0.043 0.074
H 6.743 4.931 -0.223 -0.035 -0.019 -0.003 0.078
H 6.290 3.215 -0.140 -0.014 0.060 -0.007 0.092
H 3.929 5.970 -1.119 0.044 -0.013 -0.042 0.060
H 4.228 5.859 -2.856 0.020 -0.002 0.055 0.090
H 5.488 6.500 -1.779 -0.044 -0.037 -0.001 0.080
H 6.778 3.117 -2.675 -0.027 0.063 0.000 0.088
H 7.141 4.846 -2.595 -0.005 -0.007 -0.019 0.079
H 5.952 4.251 -3.759 0.023 -0.019 0.045 0.084
H -1.021 5.550 3.302 -0.003 0.028 -0.005 0.097
H -0.544 3.792 5.404 -0.023 -0.037 -0.006 0.083
H -0.346 2.081 4.971 -0.067 0.063 0.021 0.073
H -1.734 2.587 5.948 0.034 0.004 -0.052 0.087
H -2.570 5.062 4.617 0.021 -0.016 -0.045 0.070
H -3.747 3.762 4.746 0.034 0.022 -0.004 0.079
H -3.434 4.509 3.171 0.003 -0.032 0.051 0.090
H -1.970 0.980 3.335 -0.107 0.101 0.072 0.049
H -3.283 1.927 2.631 0.044 -0.015 0.055 0.079
H -3.295 1.554 4.363 -0.030 0.036 -0.021 0.088
C -2.729 -1.983 2.672 0.090 0.099 0.094 -0.277
P -0.936 -1.720 2.311 -0.321 -0.716 0.477 0.885
C -0.396 -3.478 2.450 0.014 -0.001 -0.031 -0.261
C -0.285 -1.092 3.923 0.200 0.094 -0.044 -0.383
C -0.934 -1.282 5.143 0.032 0.046 -0.002 -0.097
C -0.381 -0.819 6.330 0.038 0.018 -0.043 -0.102
C 0.846 -0.168 6.311 -0.035 -0.033 -0.026 -0.110
C 1.505 0.025 5.104 -0.043 -0.029 -0.001 -0.109
C 0.953 -0.419 3.901 -0.226 -0.049 -0.028 -0.367
P 1.767 -0.151 2.261 1.300 -0.291 0.648 0.896
C 2.786 1.360 2.625 -0.152 0.022 0.000 -0.267
C 3.151 -1.370 2.400 -0.026 0.100 0.222 -0.313
H -2.899 -2.693 3.485 -0.021 0.015 0.009 0.031
H -3.169 -2.400 1.765 0.005 -0.017 -0.003 0.027
H -3.226 -1.036 2.896 0.006 -0.038 -0.021 0.027
H -0.536 -3.852 3.467 -0.001 -0.011 -0.013 0.040
H 0.643 -3.608 2.129 -0.034 0.074 0.007 -0.015
H -1.006 -4.069 1.762 -0.030 0.036 0.010 0.032
H -1.888 -1.796 5.172 0.026 0.016 -0.013 0.090
H -0.905 -0.968 7.267 0.004 -0.001 -0.021 0.093
H 1.287 0.194 7.233 -0.010 -0.009 -0.018 0.094
H 2.460 0.538 5.104 -0.031 -0.022 -0.012 0.090
H 3.554 1.166 3.376 -0.003 0.014 0.008 0.027
H 2.160 2.193 2.957 0.018 -0.031 -0.025 0.036
H 3.285 1.654 1.698 -0.025 -0.024 0.019 0.029
H 3.628 -1.346 3.386 -0.025 0.054 -0.006 0.033
H 3.889 -1.127 1.634 -0.035 -0.043 -0.030 0.029
H 2.800 -2.376 2.165 -0.028 0.075 0.007 -0.076
O -0.103 -3.492 -3.973 -0.003 -0.160 0.090 -0.117
C 0.428 -4.760 -3.570 0.021 0.213 0.060 -0.247
C 0.742 -4.842 -2.065 -0.018 0.050 0.033 -0.582
C 0.958 -6.307 -1.673 -0.166 -0.049 -0.188 -0.240
O -0.071 -7.203 -2.124 0.253 0.110 0.184 -0.140
C 2.036 -4.033 -1.816 -0.014 -0.083 0.158 -0.628
Se 2.815 -3.936 0.014 -0.211 -0.006 -0.253 0.299
C -0.393 -4.218 -1.233 0.010 -0.130 -0.069 -0.577
Se -2.269 -4.721 -1.701 0.184 0.054 0.028 0.390
H -1.000 -3.481 -3.590 0.069 -0.010 -0.032 0.002
H 1.354 -4.909 -4.133 0.011 0.035 -0.038 0.117
H -0.266 -5.552 -3.842 -0.098 -0.065 -0.016 0.091
H 1.067 -6.345 -0.589 0.021 -0.055 0.114 0.087
H 1.900 -6.665 -2.100 -0.023 -0.061 -0.076 0.117
H -0.924 -6.765 -1.940 0.005 0.051 -0.031 -0.038
H 1.833 -3.009 -2.123 -0.013 -0.035 -0.054 0.009
H 2.815 -4.421 -2.478 0.018 -0.036 -0.001 0.036
H -0.262 -3.140 -1.310 -0.259 0.214 -0.018 0.039
H -0.232 -4.474 -0.191 0.106 -0.030 0.027 0.006
N -1.260 2.010 -2.451 0.089 -0.026 -0.039 0.065
C -2.158 2.745 -2.418 0.100 -0.046 -0.031 -0.101
H -0.420 1.386 -2.432 0.033 0.115 0.099 0.030
F -7.572 -1.307 0.191 -0.102 -0.033 0.018 0.136
C -6.999 -0.118 -0.057 0.202 -0.035 -0.020 -0.585
F -7.566 0.361 -1.183 -0.111 0.034 -0.045 0.136
F -7.361 0.713 0.940 -0.096 0.035 0.043 0.125
C -5.510 -0.221 -0.191 0.002 -0.028 -0.005 -0.124
C -4.710 0.858 0.154 -0.022 0.023 0.031 -0.001
C -3.345 0.727 -0.018 0.136 -0.145 -0.015 -0.157
N -2.767 -0.377 -0.496 -0.243 0.061 -0.039 0.038
C -3.547 -1.409 -0.833 0.149 0.087 -0.005 -0.123
C -4.931 -1.371 -0.693 0.026 -0.037 0.007 0.017
H -5.136 1.772 0.547 0.032 -0.026 -0.009 0.118
H -2.680 1.547 0.241 -0.054 -0.061 -0.036 0.091
H -3.067 -2.319 -1.212 -0.028 0.146 0.066 -0.008
H -5.518 -2.238 -0.966 0.024 0.029 0.015 0.125

***

[2]
72
Properties=species:S:1:pos:R:3:forces:R:3:lowdin_charge:R:1 method="wB97M-V/def2-TZVPD" homo_ev=-5.85 total_charge=0
C 7.837 0.863 -0.694 0.970 -0.369 -0.062 -0.042
C 6.575 1.523 -0.998 -1.411 1.240 -0.682 -0.360
C 6.224 2.842 -1.218 0.834 -0.920 0.221 -0.060
C 4.806 2.897 -1.199 -1.019 -1.449 -0.018 -0.058
C 4.333 1.588 -1.004 1.439 -0.030 0.995 -0.046
B 3.230 0.676 -0.054 4.578 4.514 -4.889 -0.976
O 3.941 -0.089 0.963 -2.150 -0.947 0.837 0.088
C 2.913 -0.779 1.717 0.186 0.314 0.282 -0.117
C 1.593 -0.279 1.093 1.035 -0.626 -0.457 -0.295
C 0.206 -0.647 1.496 0.647 2.889 0.114 -0.049
C 1.742 -0.879 -0.395 -0.254 0.217 -0.520 -0.138
O 2.591 -0.064 -1.129 -0.848 -1.093 1.351 0.078
C 1.657 1.307 1.320 -0.266 0.771 0.155 -0.140
O 2.535 1.875 0.411 -1.460 -1.435 1.237 0.065
O 5.445 0.765 -0.975 1.285 0.807 0.269 0.025
H 8.640 1.604 -0.757 0.001 -0.152 0.009 0.078
H 7.851 0.438 0.325 -0.083 0.068 -0.376 0.087
H 8.050 0.067 -1.419 0.069 0.013 0.233 0.080
H 6.927 3.666 -1.325 -0.228 -0.227 0.055 0.096
H 4.199 3.785 -1.329 0.020 -0.178 0.224 0.089
H 2.988 -1.875 1.597 0.172 0.247 0.130 0.127
H 2.980 -0.518 2.788 0.074 -0.090 -0.230 0.131
H 0.159 -1.762 1.085 0.262 -0.691 -0.972 0.214
H -0.114 -1.769 1.894 -0.461 0.317 0.660 0.235
H 0.002 -0.238 2.508 -0.208 -0.947 -0.088 0.199
H 2.106 -1.925 -0.275 0.199 0.227 0.200 0.143
H 0.831 -0.997 -0.988 -0.090 0.150 0.528 0.109
H 0.717 1.864 1.233 -0.080 -0.595 0.038 0.097
H 1.979 1.504 2.365 0.063 -0.514 -0.062 0.147
C -2.720 1.473 -2.030 -0.261 0.099 0.118 -0.028
C -1.697 0.572 -2.715 0.666 -0.510 0.170 -0.521
C -2.215 0.163 -4.086 -0.064 0.215 -0.370 -0.060
C -0.368 1.315 -2.873 0.332 0.133 -0.187 -0.016
C -1.526 -0.708 -1.883 -0.079 0.180 1.526 -0.125
N -1.906 -1.920 -2.381 -0.408 -1.226 -0.169 0.139
C -2.032 -2.865 -1.370 -0.296 0.730 -0.014 -0.180
C -1.700 -2.228 -0.147 0.049 0.488 -0.552 -0.130
C -2.013 -2.890 1.061 -0.194 -0.726 -0.193 -0.049
C -2.577 -4.175 1.005 0.499 0.416 0.073 -0.083
C -2.791 -4.819 -0.225 -0.035 0.466 -0.521 -0.082
C -2.587 -4.134 -1.434 0.300 -0.682 0.553 -0.005
C -1.290 -0.873 -0.510 0.123 -0.385 -0.961 -0.144
C -0.640 0.121 0.434 -4.445 -0.322 -0.012 -0.148
C -1.843 0.799 1.194 0.098 0.531 0.296 -0.167
C -3.149 0.331 1.024 -0.153 -0.336 0.326 -0.050
C -4.082 0.433 2.053 0.222 0.192 -0.045 -0.026
C -3.777 1.133 3.229 0.041 -0.239 -0.393 -0.281
C -4.601 0.884 4.458 -0.289 0.357 0.335 -0.056
C -2.639 1.949 3.200 0.008 -0.229 0.129 -0.031
C -1.680 1.770 2.199 0.139 -0.176 0.002 -0.035
H -2.370 1.814 -1.047 -0.084 -0.014 -0.331 0.079
H -2.924 2.352 -2.657 0.106 -0.174 0.135 0.099
H -3.664 0.935 -1.881 0.067 0.145 -0.026 0.094
H -1.462 -0.395 -4.647 -0.018 -0.034 0.002 0.095
H -3.126 -0.437 -4.007 -0.029 0.123 -0.083 0.087
H -2.452 1.054 -4.670 0.012 -0.054 0.036 0.095
H 0.409 0.649 -3.272 -0.101 0.214 0.159 0.104
H -0.490 2.153 -3.576 -0.009 -0.221 0.177 0.097
H 0.001 1.747 -1.933 -0.041 -0.171 -0.229 0.088
H -2.108 -2.140 -3.353 0.093 0.346 0.555 0.155
H -1.878 -2.414 2.036 -0.253 -0.063 -0.208 0.107
H -2.854 -4.689 1.932 0.221 0.212 -0.353 0.106
H -3.139 -5.851 -0.226 -0.099 0.310 -0.082 0.103
H -2.813 -4.576 -2.404 -0.022 -0.055 0.279 0.115
H -0.086 0.853 -0.162 0.273 -0.586 0.571 0.135
H -3.443 -0.172 0.107 0.208 -0.230 0.361 0.111
H -5.026 -0.111 1.942 0.252 0.291 0.154 0.123
H -4.304 1.532 5.294 -0.068 -0.203 -0.237 0.079
H -5.670 1.040 4.272 0.139 0.026 0.003 0.081
H -4.495 -0.165 4.777 0.078 0.321 -0.064 0.087
H -2.438 2.666 4.006 -0.116 -0.387 -0.297 0.119
H -0.779 2.380 2.230 -0.140 -0.278 0.184 0.107

***

[3]
14
Properties=species:S:1:pos:R:3:forces:R:3:lowdin_charge:R:1 method="wB97M-V/def2-TZVPD" homo_ev=-9.85 total_charge=0 smiles="C[C@@H](F)[C@H](O)C=O"
C -0.067 0.092 -1.472 1.275 -0.772 -2.730 -0.082
C -0.292 -0.968 -0.420 -1.731 1.995 2.090 -0.336
F 0.525 -2.037 -0.628 0.355 -0.329 -0.062 -0.012
C 0.041 -0.433 1.187 -3.055 1.256 -1.648 -0.200
O -0.959 -1.062 1.913 -0.212 1.028 1.101 -0.062
C 0.353 1.085 2.042 -0.664 -2.588 -0.309 -0.074
O -0.159 1.145 3.161 1.513 0.473 -3.255 0.024
H -0.457 1.078 -1.209 -0.381 -0.357 -0.053 0.064
H 1.070 0.289 -1.746 -2.197 -0.726 0.777 0.116
H -0.567 -0.352 -2.441 0.991 1.359 1.581 0.108
H -1.411 -1.379 -0.437 2.400 1.078 0.341 0.176
H 0.904 -0.942 1.310 3.477 -1.346 0.697 0.074
H -1.046 -0.422 2.654 -0.549 -0.811 0.269 0.070
H 1.177 1.715 1.540 -1.221 -0.261 1.202 0.135

***

Here are the calculated energy above the lowest of the compared OMol25 structures with the same formula, charge and spin numbers, same order: 31.3 31.7 69.2 (kcal/mol).